Entry 1:
C20H26CeClN as an isolated structure in a non-equilibrium geometry, computed with ωB97M-V/def2-TZVPD.

XYZ file:
```
49
Properties=species:S:1:pos:R:3:forces:R:3:mulliken_charge:R:1
C -3.50599 3.58967 -1.57150 -0.457 0.337 -0.361 0.92
C -4.57211 2.95387 -0.75498 0.585 -0.674 0.526 -1.13
C -2.82216 4.80796 -1.05844 0.852 -0.426 0.441 -1.12
C -3.36011 3.21830 -3.00882 0.764 -0.572 0.180 -1.11
Cl -1.54719 1.77321 -0.83620 -1.751 0.778 -0.909 -0.17
H -3.43759 5.68797 -1.28840 -0.211 -0.118 -0.137 0.43
H -1.82935 4.99091 -1.49387 -0.478 -0.174 -0.327 0.31
H -2.66038 4.81119 0.02914 -0.497 -0.176 -0.255 0.34
H -5.50633 3.48561 -0.95316 -0.113 0.260 -0.198 0.45
H -4.40542 3.00634 0.32940 0.112 0.414 -0.343 0.33
H -4.75931 1.89378 -0.97016 0.130 0.376 -0.445 0.32
H -4.09158 3.79211 -3.58566 -0.216 0.212 0.093 0.44
H -3.53708 2.15789 -3.23229 -0.329 0.295 0.392 0.33
H -2.37193 3.44362 -3.43219 -0.279 0.334 0.340 0.33
C 0.85172 -0.03713 2.57792 -0.632 1.092 0.139 -0.36
C 1.21851 1.26551 2.11515 -0.708 -0.057 -0.058 -0.74
C 0.03187 1.95580 1.68761 -0.021 -0.688 0.902 -0.47
H 2.22908 1.66677 2.05080 -0.411 -0.204 0.189 0.60
C -1.09128 1.09097 1.96936 0.732 0.234 0.452 -0.49
C -0.58097 -0.12535 2.51825 0.439 0.829 -0.646 -0.58
H -1.17643 -1.01502 2.67584 -0.002 0.069 0.331 0.48
H 1.53189 -0.78527 2.98362 -0.243 0.321 -0.296 0.68
H -0.01399 2.90428 1.14278 0.066 -0.338 0.656 0.62
H -2.11574 1.29821 1.64468 0.476 -0.176 0.590 0.48
C 1.61326 -0.34600 -2.15386 -0.238 0.930 0.732 -0.55
C 2.59375 -0.18786 -1.11511 -0.325 0.836 -0.603 -0.32
C 2.50557 1.15588 -0.64479 -0.706 -0.033 -0.462 -0.76
H 3.32036 -0.93594 -0.78486 -0.448 0.443 -0.105 0.65
C 1.42150 1.81713 -1.32900 0.663 -0.789 -0.454 -0.47
C 0.88555 0.87985 -2.28936 0.832 0.193 0.348 -0.56
H -0.03335 1.05591 -2.85972 0.773 -0.186 -0.040 0.51
H 1.33173 -1.27770 -2.62562 0.221 0.066 -0.256 0.48
H 3.11169 1.59663 0.14364 -0.083 -0.153 -0.427 0.58
H 0.99788 2.79911 -1.09374 0.541 -0.386 -0.344 0.65
Ce 0.14120 0.13135 -0.00487 1.613 -2.882 0.624 0.83
C 2.80940 -6.42567 1.49316 0.113 -0.120 -0.194 -1.36
C 2.24811 -5.08157 1.15277 0.500 0.057 0.623 1.22
C 1.50532 -4.39634 2.12340 -0.339 0.865 -0.504 -0.85
C 1.09909 -3.08274 1.83963 0.629 -0.652 -0.203 -0.02
N 1.51430 -2.40938 0.71660 -1.859 -0.895 -0.939 -0.04
C 2.09072 -3.15684 -0.27833 0.205 -0.636 0.619 -0.10
C 2.54270 -4.47024 -0.06711 -0.407 0.529 0.115 -0.93
H 3.46457 -6.30013 2.37891 -0.305 -0.321 -0.487 0.33
H 1.99821 -7.14068 1.73282 0.533 0.286 -0.103 0.36
H 3.39661 -6.77572 0.62787 -0.195 -0.205 0.601 0.34
H 1.27405 -4.88050 3.08701 -0.067 0.364 -0.669 0.42
H 0.37973 -2.60429 2.53290 0.941 0.005 -0.489 0.19
H 2.16748 -2.76710 -1.31263 0.230 0.200 1.085 0.18
H 3.14241 -5.02837 -0.80861 -0.632 0.540 0.276 0.32
```
Positions in Å, forces in eV/Å.

The charge is +2. As for the orbital gap: 0.2678 Ha. The calculation puts the LUMO energy at -7.74 eV. The value obtained for the HOMO energy is -15.022 eV.

=====

Entry 2:
C19H18NOSeV as an isolated structure in a non-equilibrium geometry, computed with ωB97M-V/def2-TZVPD.

XYZ file:
```
41
Properties=species:S:1:pos:R:3:forces:R:3:mulliken_spin:R:1
C -3.47799 -0.81808 2.16811 0.970 0.955 -0.529 -0.04
C -2.25151 -1.17314 2.81541 0.186 0.720 -0.851 0.00
C -1.17752 -0.51076 2.14131 -1.058 0.953 -0.140 0.01
H -2.14256 -1.78385 3.70677 -0.098 -0.072 -0.389 0.00
C -1.76157 0.28820 1.07208 -0.442 -0.002 0.968 -0.07
C -3.17918 0.03628 1.05322 0.674 0.078 1.486 -0.01
H -3.88996 0.50210 0.37981 0.105 -0.189 0.138 0.00
H -4.47774 -1.05820 2.51549 0.262 -0.449 -0.350 0.00
H -0.14461 -0.51947 2.45812 -0.146 -0.056 -0.165 0.03
H -1.24791 1.01145 0.46073 -0.048 -0.310 -0.043 0.00
C -0.26643 -2.86287 -0.61928 -0.417 0.076 -0.996 0.05
C -1.39642 -3.67444 -0.96703 0.659 0.829 -0.110 -0.05
C -2.34744 -2.85691 -1.65558 0.835 0.694 -0.009 -0.02
H -1.46703 -4.75258 -0.80207 -0.231 0.589 0.261 0.00
C -1.82469 -1.52288 -1.72991 0.806 -1.037 -0.575 -0.04
C -0.49493 -1.55088 -1.16826 -0.265 -0.434 -0.369 -0.05
H 0.24442 -0.76488 -1.27190 -0.391 -0.164 0.393 0.01
H 0.63599 -3.19240 -0.10180 -0.358 0.099 -0.271 0.01
H -3.26353 -3.20153 -2.14494 0.218 0.212 0.713 0.00
H -2.29660 -0.67554 -2.22817 0.216 -0.328 0.195 0.00
V -1.92032 -1.75175 0.47573 -1.317 -1.353 0.090 2.00
O 0.83191 0.58192 0.15591 1.432 2.982 0.096 0.02
C 1.86287 0.67232 1.09439 0.187 1.431 -0.236 0.00
C 1.62032 2.03352 0.47433 -1.064 -2.825 0.866 0.00
H 1.59385 0.58289 2.16066 0.211 -0.293 -0.512 0.00
H 2.76718 0.17313 0.73247 0.016 0.047 0.649 0.00
H 0.93944 2.70509 1.01082 0.188 -0.454 -0.285 0.00
H 2.20488 4.69103 0.12482 0.080 -0.130 -0.074 0.00
C 2.80440 4.03096 -0.49892 -0.221 -1.057 0.054 0.00
C 2.56385 2.62415 -0.47157 0.931 0.624 -1.206 0.00
C 3.35217 1.81027 -1.31446 -0.274 0.195 0.337 0.00
H 3.15933 0.73142 -1.32826 0.135 0.441 -0.089 0.00
C 4.35364 2.36217 -2.10809 0.052 0.204 -0.061 0.00
H 4.95841 1.71454 -2.74059 -0.161 0.094 0.131 0.00
C 4.60566 3.73999 -2.10106 -0.381 -0.246 0.322 0.00
H 5.40587 4.16049 -2.71208 -0.270 -0.134 0.177 0.00
C 3.81820 4.56629 -1.29289 0.089 -0.287 -0.101 0.00
H 4.00813 5.63637 -1.28051 -0.105 -0.155 0.028 0.00
Se -5.36123 -5.03127 1.48867 -0.370 -0.314 0.089 0.06
C -4.10325 -3.87187 1.14040 2.272 1.984 -0.569 0.11
N -3.23809 -3.08126 0.90812 -2.907 -2.917 0.936 0.00
```
Positions in Å, forces in eV/Å.

As for the energy above the lowest of the compared OMol25 structures with the same formula, charge and spin: 0.0 kJ/mol. As for the orbital gap (spin up / spin down): 0.2736 / 0.2767 Ha. Its multiplicity is 3. Its expectation value of S² is 2.035. The calculation puts the LUMO energy (spin up / spin down) at 0.22 / 0.19 eV. The value obtained for the HOMO energy (spin up / spin down) is -7.222 / -7.338 eV.